Entry from the Open Molecules 2025 dataset: a cluster of 7 separate species, C10H32BrO6 in total (ωB97M-V with the def2-TZVPD basis set).

Gap between HOMO and LUMO in eV: 9.476
Net charge: -1
Energy relative to the best compared isomer or geometry (same formula, charge and spin) in kcal/mol: 0.0

Geometry as XYZ:
```
49
Properties=species:S:1:pos:R:3:forces:R:3:mulliken_charge:R:1
Br 0.66067 0.34117 -1.23105 -0.0772 -0.1408 0.0202 -0.5360
O 1.67820 -2.97722 -2.01739 -0.1301 -0.0628 -0.0764 -0.4665
O 0.58626 3.68371 -0.47455 0.0779 0.0603 -0.1157 -0.4652
O -1.12663 0.64857 -4.18006 -0.1561 0.2595 0.0483 -0.4690
O -1.18934 0.29455 1.64765 -0.3425 -0.2977 -0.0727 -0.3775
O -2.38998 -1.21068 -1.76393 -0.0521 -0.1775 0.1505 -0.4428
O 3.37919 0.56707 0.97935 0.1570 0.1134 0.2087 -0.5693
C -2.39745 -0.45908 1.69144 0.1214 -0.4152 -0.1172 1.0345
C -2.11351 -1.93602 1.96199 0.0145 -0.1132 0.0243 -1.2028
C -1.80917 -2.41501 -2.24180 -0.0868 -0.0061 -0.1162 -0.4457
C 1.62995 4.12167 -1.32640 -0.0401 -0.1087 0.3439 -0.5047
C -2.15167 1.61380 -4.02341 0.1220 0.0656 -0.0706 -0.4927
C -3.28626 0.14273 2.74768 0.0039 0.3019 0.2406 -1.6248
C 1.92565 1.86256 2.42727 -0.0027 -0.1332 -0.1353 -0.8806
C 2.84918 0.65767 2.30097 -0.2046 0.0175 -0.2340 0.3032
C 2.13156 -0.63750 2.66269 0.3004 -0.3434 0.1750 -0.8344
C 2.69548 -3.30730 -1.10020 0.1948 0.0904 -0.1960 -0.4855
H -1.05585 -2.81957 -1.56077 0.0277 0.0680 -0.0002 0.1908
H -1.62430 -2.40249 1.10340 0.0664 0.0793 0.0260 0.1671
H 1.45547 -0.93361 1.85970 -0.1429 0.1521 0.0488 -0.0006
H -2.49085 1.91919 -5.01509 -0.0178 -0.1212 -0.0162 0.2489
H 2.39867 -3.09600 -0.06975 0.0642 -0.0593 0.0583 0.1662
H -0.71127 -0.00427 0.85829 0.2234 0.3102 -0.0467 0.0880
H 1.32083 4.12477 -2.37549 0.0606 0.0452 -0.0477 0.2280
H 1.43016 -2.05454 -1.86895 -0.0706 0.1702 -0.0252 0.2149
H -1.65975 -0.62453 -1.52057 0.1059 0.0679 -0.0499 0.0884
H 1.12176 1.78541 1.69151 -0.0144 0.0125 0.0456 0.0746
H -3.00136 1.21135 -3.46367 -0.0124 0.0211 0.0176 0.2203
H -3.61056 1.14313 2.45513 -0.0627 -0.0608 -0.0217 0.3713
H 2.89934 -4.37096 -1.22186 -0.0427 -0.0539 0.1388 0.2591
H 3.72517 0.79357 2.94079 -0.0237 -0.0299 0.0768 0.2565
H 2.62933 0.61638 0.36832 -0.0467 -0.0991 -0.1575 0.2410
H 0.47808 2.73274 -0.62906 -0.0844 -0.0618 0.0358 0.1319
H -2.74838 0.25026 3.69357 0.0485 -0.1298 -0.0228 0.3529
H -1.35171 -2.27573 -3.22646 0.0443 0.0218 0.0484 0.2334
H 3.62602 -2.76913 -1.32182 -0.0566 0.0278 0.1283 0.2423
H -0.69707 0.57488 -3.31435 0.2235 -0.1754 -0.0865 0.1860
H -2.91053 -0.41873 0.72209 0.0434 0.1699 0.0151 0.0873
H 1.57165 -0.55080 3.59652 -0.0795 0.0727 -0.0746 0.3340
H 2.52301 3.49775 -1.21559 -0.0177 -0.0137 -0.0904 0.2226
H 2.84872 -1.45535 2.79190 0.0171 0.0927 -0.0862 0.3379
H 1.45816 1.89556 3.41264 0.0638 0.0868 0.0400 0.3767
H -2.60810 -3.15268 -2.34028 -0.0275 0.0654 0.0216 0.2845
H 1.89087 5.13316 -1.01254 -0.0264 0.0478 -0.1275 0.2564
H -3.04176 -2.48739 2.14069 0.0057 0.0566 -0.0446 0.4098
H -4.15343 -0.49640 2.91180 -0.1118 0.0889 0.0021 0.4013
H -1.47099 -2.06009 2.83720 0.0034 0.0875 0.0060 0.2885
H -1.78250 2.51588 -3.52092 -0.0468 -0.0691 0.0624 0.2087
H 2.46905 2.78756 2.23338 -0.0128 0.0195 0.0485 0.2912
```
Forces are in eV/Å.